Record 1
C3H16O4S | the ωB97M-V functional and the def2-TZVPD basis

Summary:
Frontier orbital gap   0.348 hartree
Energy above the lowest of the compared OMol25 structures with the same formula, charge and spin   29.89 kcal per mole
HOMO   -9.2 eV
E_tot   -22395.3328 eV

Each line ends with the Löwdin charge.
Element x y z (Å)
C1 -0.26613 1.46993 1.84965  -0.1300
C2 -0.80088 0.55261 0.75029  -0.3870
C3 -2.33536 0.51965 0.88520  -0.5526
S1 -2.89104 -0.76288 -0.30926  0.6950
H1 -0.32287 2.59360 1.55021  0.1067
H2 0.71509 1.27754 2.18730  0.0366
H3 -1.00810 1.43238 2.67433  0.0684
H4 -0.55519 0.90991 -0.27948  0.0904
H5 -0.38922 -0.49241 0.91427  0.0966
H6 -2.80092 1.48750 0.67048  0.0794
H7 -2.56485 0.02029 1.88889  0.0944
H8 -2.27723 -0.16910 -1.31580  -0.1571
H9 -0.02861 -3.34793 -1.62625  0.0652
H10 -0.54625 -1.97698 -1.03436  0.0227
O1 0.27545 -2.57291 -1.10177  -0.1005
H11 0.96818 -0.62876 -3.85446  0.0521
H12 1.05770 -1.19903 -2.51292  0.0091
O2 1.17090 -0.32763 -2.94518  -0.0775
H13 2.64246 1.75107 -0.14422  0.0482
H14 1.75927 1.23697 -1.27166  0.0155
O3 1.79143 1.35987 -0.32901  -0.0347
H15 1.56825 -1.51481 0.81476  -0.0193
H16 2.69692 -0.49024 1.10481  -0.0227
O4 2.14099 -1.12866 1.43415  0.0011

Atoms 1-6, force components in eV/Å:
C -1.93 2.55 -0.53
C 0.09 -0.05 0.24
C 0.76 -2.14 0.43
S -0.58 0.11 0.27
H 0.25 -1.84 0.20
H 0.97 -0.40 0.31

=====

Record 2
C3H16O4S | the ωB97M-V functional and the def2-TZVPD basis

Summary:
Frontier orbital gap   0.339 hartree
Energy above the lowest of the compared OMol25 structures with the same formula, charge and spin   29.93 kcal per mole
HOMO   -8.9 eV
E_tot   -22395.3309 eV

Each line ends with the Löwdin charge.
Element x y z (Å)
C1 1.28140 2.36148 -1.73300  -0.1059
C2 1.84866 2.04175 -0.31589  -0.3123
C3 1.65073 0.56456 0.03818  -0.5466
S1 3.15825 -0.17933 0.83371  0.6691
H1 0.76306 3.33808 -1.59596  0.0743
H2 0.57219 1.67884 -2.15452  0.0547
H3 2.08253 2.56351 -2.43754  0.0621
H4 2.90051 2.32987 -0.29110  0.0803
H5 1.36800 2.71551 0.40211  0.0955
H6 1.59815 -0.07493 -0.85696  0.0503
H7 0.79161 0.39900 0.68271  0.0284
H8 3.34960 -1.09419 -0.11025  -0.1820
H9 0.36155 -2.85570 -1.27413  0.0520
H10 -0.86403 -1.96747 -1.00336  0.0393
O1 -0.58327 -2.78343 -1.41725  -0.0427
H11 -3.25782 -0.90222 2.42683  0.0542
H12 -3.03666 -1.49937 1.10403  -0.0042
O2 -3.12300 -0.61981 1.51003  -0.0737
H13 -0.64501 1.54434 2.58243  0.0354
H14 -1.91846 0.74424 2.15006  -0.0027
O3 -1.01205 0.96275 1.91821  -0.0664
H15 -1.86979 -3.45929 0.15721  0.0531
H16 -2.68627 -2.80189 -0.77918  0.0466
O4 -2.72986 -3.00632 0.16364  -0.0588

Atoms 1-6, force components in eV/Å:
C 0.21 2.13 1.13
C -0.41 -0.15 -0.77
C 1.04 -0.44 -0.02
S -0.34 0.23 0.33
H 0.12 -0.59 -0.54
H -0.30 -0.61 0.02

=====

Record 3
C3H17AgN4O9 | the ωB97M-V functional and the def2-TZVPD basis

Summary:
Frontier orbital gap (spin up / spin down)   0.354 / 0.208 hartree
2S+1   2
Expectation value of S²   0.759
Energy above the lowest of the compared OMol25 structures with the same formula, charge and spin   3.70 kcal per mole
HOMO (spin up / spin down)   -12.3 / -11.9 eV
Charge   +1
E_tot   -31769.0840 eV

Each line ends with the Löwdin charge.
Element x y z (Å)
Ag1 0.86334 0.07145 1.03484  0.7902
O1 -3.17293 -1.25894 0.94169  0.1711
C1 -2.60908 -0.11701 1.35315  -0.7188
O2 -1.39917 -0.06566 1.68840  0.0997
O3 -3.28249 0.91192 1.43678  0.2392
H1 -2.43745 -1.88317 0.86106  0.1103
O4 0.60285 2.19740 2.21050  -0.0763
H2 0.78928 3.12613 2.03832  0.0639
H3 0.39239 2.14901 3.14821  0.0530
O5 1.34004 -2.43067 1.83975  -0.0644
H4 1.82527 -3.14738 1.41789  0.0653
H5 0.60279 -2.86090 2.28543  0.0568
O6 3.00681 0.45238 0.09436  -0.0692
H6 3.73126 1.05916 -0.08580  0.0638
H7 3.22483 -0.35353 -0.38393  0.0490
O7 2.05028 -0.11884 3.15054  -0.0842
H8 2.23418 0.39561 3.94265  0.0596
H9 1.93956 -1.02749 3.45055  0.0319
C2 -0.48451 2.23059 -1.46629  -0.6345
O8 0.24234 1.49745 -0.79763  -0.0389
N1 -1.50482 2.92600 -0.87323  0.1762
N2 -0.30789 2.40875 -2.81155  0.1687
H10 -1.53101 2.79614 0.12254  0.0924
H11 -2.25535 3.34509 -1.38838  0.1043
H12 -1.01589 2.87387 -3.34960  0.1023
H13 0.34115 1.77360 -3.23276  0.0944
C3 -0.20050 -1.83157 -1.67024  -0.6326
O9 0.42527 -1.35377 -0.73555  -0.0356
N3 -1.08356 -2.86347 -1.50632  0.1678
N4 -0.01030 -1.42547 -2.96137  0.1740
H14 -1.16621 -3.36659 -0.64408  0.1008
H15 -1.60608 -3.26962 -2.26385  0.1076
H16 0.81341 -0.87218 -3.11377  0.1068
H17 -0.35783 -1.96825 -3.73231  0.1052

Atoms 1-6, force components in eV/Å:
Ag -0.07 0.08 0.10
O 0.46 0.59 0.10
C -0.33 -1.04 -0.43
O -0.37 0.51 0.31
O 0.15 0.31 0.21
H -0.12 -0.23 -0.07

=====

Record 4
C3H17N2O3 | the ωB97M-V functional and the def2-TZVPD basis

Summary:
Frontier orbital gap   0.417 hartree
Energy above the lowest of the compared OMol25 structures with the same formula, charge and spin   25.59 kcal per mole
HOMO   -13.9 eV
Charge   +1
E_tot   -12503.7510 eV

Each line ends with the Löwdin charge.
Element x y z (Å)
C1 -0.50671 1.67355 -1.11462  -0.2276
N1 -1.04992 0.60641 -1.97976  0.0249
C2 -0.03293 0.98045 0.13969  -0.1719
N2 -1.08406 0.12990 0.73452  0.0106
C3 -2.07657 0.92254 1.46536  -0.0021
H1 0.31743 2.25426 -1.52022  0.1221
H2 -1.26796 2.43506 -0.95677  0.1140
H3 -0.33721 0.29629 -2.60478  0.0618
H4 -1.80668 0.94089 -2.56606  0.0876
H5 0.90239 0.44794 -0.04473  0.1216
H6 0.35689 1.64274 0.92046  0.1378
H7 -0.65475 -0.54404 1.38207  0.1536
H8 -1.45784 -0.44053 -0.03728  0.1645
H9 -1.71409 1.16599 2.45545  0.1107
H10 -2.29976 1.88585 1.03941  0.0950
H11 -3.03907 0.43254 1.57948  0.1098
H12 1.82837 -3.15365 0.72844  0.0632
H13 1.35426 -2.10628 -0.32242  -0.0061
O1 1.26998 -2.38143 0.59766  -0.0600
H14 2.51321 -1.15789 -2.55204  0.0619
H15 1.62261 -2.36025 -2.87597  0.0663
O2 1.83711 -1.73237 -2.17719  -0.0432
H16 1.62457 -1.42856 2.38933  0.0164
H17 2.24663 0.01311 2.64383  0.0464
O3 1.45408 -0.52253 2.67615  -0.0575

Atoms 1-6, force components in eV/Å:
C -0.57 -0.26 -0.23
N -0.29 0.70 0.19
C 1.63 1.01 0.73
N 0.61 -0.70 -0.03
C -1.16 0.48 0.93
H 0.30 -0.21 -0.25

=====

Record 5
C3H17NO4 | the ωB97M-V functional and the def2-TZVPD basis

Summary:
Frontier orbital gap   0.313 hartree
Energy above the lowest of the compared OMol25 structures with the same formula, charge and spin   61.46 kcal per mole
HOMO   -8.3 eV
E_tot   -13064.4345 eV

Each line ends with the Löwdin charge.
Element x y z (Å)
C1 0.41751 -0.99753 -3.04186  -0.1179
C2 1.30323 0.06069 -2.21193  -0.2909
N1 2.29555 -0.74179 -1.48039  -0.1607
C3 1.99914 -1.54112 -0.20259  -0.1285
H1 -0.47251 -0.45829 -3.44145  0.0520
H2 -0.15896 -1.70884 -2.44383  0.0491
H3 1.02196 -1.39085 -3.94589  0.0887
H4 0.83163 0.99803 -1.69705  0.1079
H5 2.06490 0.60553 -3.01935  0.1383
H6 2.99345 -0.14403 -1.31128  0.0116
H7 2.95002 -1.57328 0.44062  0.0662
H8 1.19965 -0.99236 0.55645  0.1036
H9 1.75780 -2.64518 -0.42406  0.0715
H10 -2.74579 2.85273 1.20393  0.0354
H11 -1.57632 3.55737 0.45421  0.0181
O1 -1.83278 2.73052 0.79881  -0.0716
H12 0.51028 -4.21454 3.88302  -0.0044
H13 1.85485 -3.63014 3.51217  -0.0219
O2 1.13796 -3.57815 4.04758  0.0251
H14 -1.60715 1.13973 -0.13834  -0.0221
H15 -1.41542 -0.10909 0.76405  0.0311
O3 -1.41672 0.19998 -0.15066  -0.0818
H16 -3.73335 3.33846 3.20801  0.0785
H17 -3.54211 4.58860 2.35123  0.0801
O4 -3.83682 3.65356 2.28858  -0.0574

Atoms 1-6, force components in eV/Å:
C -0.41 2.42 -0.82
C 1.38 0.07 -2.39
N -3.12 -2.81 1.11
C -0.45 1.13 1.01
H 0.71 0.05 -0.30
H 1.05 -0.42 0.25

=====

Record 6
C3H17NO4 | the ωB97M-V functional and the def2-TZVPD basis

Summary:
Frontier orbital gap   0.325 hartree
Energy above the lowest of the compared OMol25 structures with the same formula, charge and spin   23.51 kcal per mole
HOMO   -8.8 eV
E_tot   -13066.0806 eV

Each line ends with the Löwdin charge.
Element x y z (Å)
C1 1.57700 -1.63063 -1.96378  -0.0990
C2 0.96709 -0.54589 -1.08876  -0.2885
N1 0.62932 0.70307 -1.80973  -0.1459
C3 1.73541 1.59145 -2.14310  -0.1429
H1 2.66455 -1.66802 -1.80988  0.0694
H2 1.32916 -1.50152 -3.01519  0.0717
H3 1.12051 -2.60143 -1.75398  0.0674
H4 1.70212 -0.30313 -0.28198  0.1023
H5 -0.04249 -0.83911 -0.78370  0.1012
H6 -0.09303 1.18320 -1.29316  0.0665
H7 1.96715 1.42574 -3.22185  0.0764
H8 1.41008 2.61135 -1.95935  0.0705
H9 2.73298 1.32151 -1.79573  0.0700
H10 -3.06356 -0.98624 -0.36778  0.0227
H11 -2.41907 -2.22801 0.08535  0.0268
O1 -2.97166 -1.90561 -0.64341  -0.0711
H12 -0.22818 2.53932 0.51477  0.0330
H13 -1.00356 2.96750 1.80118  0.0643
O2 -0.30126 2.38552 1.46368  -0.0434
H14 0.66042 0.57608 2.17254  0.0048
H15 1.72498 -0.46924 2.55945  0.0479
O3 0.80126 -0.23598 2.67336  -0.0564
H16 -1.08221 -0.84648 2.82710  0.0099
H17 -1.88700 0.33861 2.52597  0.0133
O4 -1.96393 -0.62123 2.47982  -0.0709

Atoms 1-6, force components in eV/Å:
C 0.01 -0.24 -0.15
C -0.43 1.08 -0.51
N 0.54 -0.48 0.39
C -0.14 -0.86 -1.98
H -0.32 -0.22 -0.32
H 0.20 0.42 -0.13

=====

Record 7
C3H17NO4 | the ωB97M-V functional and the def2-TZVPD basis

Summary:
Frontier orbital gap (spin up / spin down)   0.389 / 0.232 hartree
2S+1   2
Expectation value of S²   0.755
Energy above the lowest of the compared OMol25 structures with the same formula, charge and spin   26.19 kcal per mole
HOMO (spin up / spin down)   -13.7 / -13.7 eV
Charge   +1
E_tot   -13056.8840 eV

Each line ends with the Löwdin charge.
Element x y z (Å)
C1 0.42991 -0.79496 -3.15027  0.0015
C2 1.26854 0.05212 -2.06101  -0.1530
N1 2.32120 -0.84894 -1.56348  0.1339
C3 1.85486 -1.38682 -0.32027  -0.0305
H1 -0.33080 -0.12550 -3.59483  0.1062
H2 -0.28372 -1.45009 -2.75333  0.0642
H3 1.02784 -1.01686 -3.95589  0.0512
H4 0.55519 0.49125 -1.35107  0.1179
H5 1.63303 0.83045 -2.63834  0.0973
H6 3.37013 -0.66372 -1.79015  0.2328
H7 2.48772 -1.07395 0.52308  0.1344
H8 0.81349 -1.08381 -0.13404  0.1003
H9 1.81068 -2.40512 -0.15192  0.0884
H10 -2.39003 3.11996 1.25622  -0.0575
H11 -0.99972 3.13498 1.02237  0.0827
O1 -1.80463 2.60712 0.74854  -0.0691
H12 1.30955 -4.61956 4.22267  0.0629
H13 1.95158 -3.46858 3.34646  0.0655
O2 1.18958 -3.64538 4.01430  -0.1283
H14 -1.65626 0.54196 0.80770  0.0339
H15 -2.34059 -0.34951 -0.21962  -0.0066
O3 -1.64526 0.21596 -0.09718  -0.0323
H16 -3.45853 3.47708 3.20767  0.0744
H17 -3.46400 4.69750 2.33008  0.0559
O4 -3.64976 3.76441 2.30228  -0.0261

Atoms 1-6, force components in eV/Å:
C -1.41 3.22 1.33
C -0.93 -1.79 -1.83
N -0.36 2.24 0.83
C -0.25 1.29 1.34
H 0.66 0.64 0.29
H -0.02 -1.99 0.83

=====

Record 8
C3H19N2O4S | the ωB97M-V functional and the def2-TZVPD basis

Summary:
Frontier orbital gap   0.365 hartree
HOMO   -12.4 eV
Charge   +1
E_tot   -25419.2755 eV

Each line ends with the Löwdin charge.
Element x y z (Å)
N1 1.04880 0.11412 -0.75783  0.2087
C1 1.30957 1.08152 0.40746  -0.3571
C2 0.00006 1.77524 0.73706  -0.5121
S1 -0.17419 3.16549 -0.42827  0.7502
C3 1.72615 0.28984 1.64953  -0.2253
N2 2.76881 -0.66774 1.23454  0.0001
H1 0.72606 -0.82054 -0.48584  0.1016
H2 0.34439 0.56185 -1.35844  0.0815
H3 1.86403 0.04751 -1.36150  0.1648
H4 2.11650 1.69818 -0.01435  0.1472
H5 -0.86058 1.10452 0.55789  0.0842
H6 -0.08996 2.08981 1.76564  0.0844
H7 -1.39938 3.54438 0.00409  -0.1110
H8 0.93930 -0.37529 2.05276  0.1351
H9 2.00790 1.00092 2.43058  0.1248
H10 3.63929 -0.19909 0.98866  0.0796
H11 3.09544 -1.29227 1.96425  0.0814
H12 -1.52813 -0.05934 -3.23148  0.0657
H13 -1.75877 1.29677 -2.68855  0.0515
O1 -1.12188 0.57807 -2.63058  -0.0616
H14 -3.56369 -0.80833 0.79786  0.0484
H15 -2.47865 -1.78893 0.47562  -0.0061
O2 -2.93158 -1.02633 0.09654  -0.0604
H16 0.99835 -3.44130 -0.47635  0.0519
H17 -0.28020 -3.25401 0.25392  -0.0043
O3 0.38106 -2.72705 -0.28755  -0.0927
H18 -2.17692 -4.28728 0.09485  0.0959
H19 -1.56870 -4.32767 1.60625  0.0950
O4 -1.65295 -3.84767 0.77256  -0.0213

Atoms 1-6, force components in eV/Å:
N -0.10 1.26 -0.07
C -0.59 -1.49 0.35
C -0.72 0.24 -1.12
S -0.45 0.32 0.34
C 1.00 -1.25 -0.38
N 0.90 0.38 0.02